Molecular formula: C28H32N2S2SbSe4W
Method: DFT, ωB97M-V with the def2-TZVPD basis set

Computed properties:
**Molecular weight**: 1082.2 g/mol
**LUMO level**: -5.14 eV
**Net charge**: +1
**Gap between HOMO and LUMO**: 5.119 eV
**Max |F|**: 4.10 eV Å⁻¹

```
70
C28H32N2S2SbSe4W (ωB97M-V with the def2-TZVPD basis set)
W 0.09 0.32 -0.09
C 4.76 -2.59 0.09
C 3.89 -1.34 -0.08
C 4.67 -0.07 0.26
C 2.65 -1.48 0.78
C 1.42 -1.82 0.19
C 0.29 -2.08 1.00
C 0.36 -1.94 2.40
C -0.81 -2.29 3.26
C 1.58 -1.56 2.96
C 2.70 -1.36 2.17
H 5.66 -2.50 -0.52
H 4.22 -3.48 -0.24
H 5.06 -2.72 1.12
H 3.59 -1.28 -1.13
H 5.10 -0.11 1.25
H 4.02 0.81 0.19
H 5.47 0.06 -0.46
H 1.45 -2.20 -0.84
H -0.58 -2.60 0.58
H -1.75 -1.89 2.86
H -0.68 -1.91 4.27
H -0.92 -3.37 3.30
H 1.66 -1.48 4.03
H 3.65 -1.14 2.66
Se -3.02 1.80 -3.50
Sb -1.51 0.59 -2.07
Se -2.05 0.16 0.89
Se 1.64 1.10 -1.66
Se -0.94 -1.75 -2.29
S -0.62 2.79 -0.10
C 0.60 3.73 0.66
N 0.61 5.07 0.55
C 1.36 5.79 1.55
C 2.70 5.10 1.81
N 2.50 3.70 2.13
C 3.40 3.03 3.04
C 2.75 2.68 4.36
C 2.05 3.61 5.10
C 1.50 3.27 6.33
C 1.66 1.99 6.82
C 2.37 1.05 6.09
C 2.91 1.39 4.87
C 1.48 3.06 1.52
S 1.26 1.34 1.83
C -0.11 5.83 -0.45
C 0.85 6.43 -1.46
C 1.55 5.60 -2.32
C 2.41 6.14 -3.26
C 2.58 7.51 -3.34
C 1.89 8.35 -2.48
C 1.03 7.81 -1.53
H 0.77 5.82 2.48
H 1.52 6.81 1.21
H 3.19 5.59 2.66
H 3.35 5.20 0.93
H 4.25 3.70 3.21
H 3.78 2.12 2.56
H 1.93 4.62 4.73
H 0.97 4.01 6.90
H 1.23 1.72 7.78
H 2.52 0.06 6.49
H 3.48 0.67 4.31
H -0.66 6.62 0.06
H -0.83 5.18 -0.96
H 1.42 4.53 -2.28
H 2.95 5.48 -3.92
H 3.25 7.93 -4.08
H 2.02 9.42 -2.54
H 0.47 8.47 -0.88
```